Entry 1:
This record from the OMol25 dataset describes C8H7N3O as an isolated structure in a non-equilibrium geometry. The level of theory is ωB97M-V/def2-TZVPD.

```
19
Properties=species:S:1:pos:R:3:mulliken_charge:R:1
C -0.308 1.925 -1.598 -0.55
C 0.016 1.603 -2.912 -0.43
C 0.255 0.899 -0.827 0.46
C 0.610 -1.640 0.682 0.63
C 0.210 0.709 0.572 -0.13
C -0.558 -1.848 1.549 -0.29
C -1.318 -0.557 1.698 -0.73
C 0.005 -0.674 2.359 -0.30
N 0.726 0.485 -2.965 -1.11
N 0.857 0.066 -1.722 0.56
N 0.893 -0.325 1.218 -0.24
O 1.274 -2.309 -0.055 -0.62
H -0.880 2.756 -1.240 0.40
H -0.229 2.135 -3.809 0.46
H -0.040 1.557 1.189 0.49
H -0.968 -2.806 1.816 0.45
H -2.274 -0.534 2.189 0.27
H 0.351 -0.665 3.377 0.42
H 1.378 -0.778 -1.519 0.27
```

Values from the calculation:
- HOMO (alpha / beta) (eV) = -7.806 / -7.809
- gap between HOMO and LUMO (alpha / beta) (eV) = 7.3 / 7.3
- LUMO (alpha / beta) (eV) = -0.51 / -0.51
- F_max (eV/A) = 2.48
- E (Ha) = -548.37547
- net charge = 0


Entry 2:
This record from the OMol25 dataset describes C8H7N3O as an isolated structure in a non-equilibrium geometry. The level of theory is ωB97M-V/def2-TZVPD.

```
19
Properties=species:S:1:pos:R:3:mulliken_charge:R:1
C 0.003 -0.071 2.371 0.26
C -2.056 -0.090 1.195 -0.10
C 0.051 -0.100 -0.195 0.16
C 0.127 1.206 -0.828 -0.49
C 0.790 1.229 -2.062 -0.18
C 1.387 0.165 -2.621 -0.63
C 1.229 -1.049 -1.871 -0.37
C 0.667 -1.126 -0.752 -0.12
H -0.959 -0.439 3.999 0.27
H -2.819 0.012 0.507 0.49
H -0.446 1.963 -0.461 0.48
H 0.828 2.405 -2.420 0.16
H 1.667 0.334 -3.544 0.53
H 2.013 -2.080 -2.436 0.11
H 0.453 -1.969 -0.100 0.37
N -1.110 -0.106 3.082 0.23
N -2.255 -0.203 2.527 -0.77
N -0.679 -0.043 1.074 0.08
O 1.107 -0.037 2.535 -0.47
```

Values from the calculation:
- HOMO (eV) = -8.597
- gap between HOMO and LUMO (eV) = 9.4
- LUMO (eV) = 0.78
- F_max (eV/A) = 12.98
- E (Ha) = -548.40803
- net charge = 0


Entry 3:
This record from the OMol25 dataset describes one molecule with the formula C8H7N3O2 in a non-equilibrium geometry. The level of theory is ωB97M-V/def2-TZVPD.

```
20
Properties=species:S:1:pos:R:3:mulliken_charge:R:1
N 1.544 0.093 4.295 -0.42
O -1.961 1.481 2.043 -0.70
O -0.046 2.499 1.599 -0.68
N 1.471 0.108 3.137 0.51
C -0.764 1.484 1.629 0.46
C -0.243 -0.896 -2.830 -0.32
C 0.519 0.188 -2.435 -0.64
C -1.012 -1.594 -1.904 -0.58
C 0.539 0.588 -1.098 -0.30
C -0.982 -1.236 -0.552 -0.52
C -0.139 -0.181 -0.135 0.60
N 1.317 0.123 1.806 0.05
C -0.087 0.144 1.337 -0.02
H -0.241 -1.136 -3.923 0.30
H 1.028 0.729 -3.242 0.34
H -1.638 -2.410 -2.267 0.35
H 1.135 1.486 -0.855 0.29
H -1.579 -1.763 0.164 0.36
H 1.806 0.926 1.360 0.43
H -0.666 -0.631 1.869 0.48
```

Values from the calculation:
- HOMO (eV) = -8.426
- gap between HOMO and LUMO (eV) = 6.2
- LUMO (eV) = -2.19
- F_max (eV/A) = 7.17
- E (Ha) = -623.65864
- net charge = 0


Entry 4:
This record from the OMol25 dataset describes one molecule with the formula C8H7N5O in a non-equilibrium geometry. The level of theory is ωB97M-V/def2-TZVPD.

```
21
Properties=species:S:1:pos:R:3:mulliken_charge:R:1
C -2.570 1.177 1.553 -0.25
C -2.152 -0.183 1.378 -0.69
C -1.853 2.249 1.109 -0.74
C -1.029 -0.429 0.636 -0.10
C -0.636 1.970 0.518 -0.55
C 3.089 -0.630 -1.232 -0.11
C -0.261 0.667 0.171 0.91
C 1.021 0.530 -0.421 -0.23
N 3.343 -1.885 -1.534 -0.33
N 2.290 -2.608 -1.544 -0.61
N 1.288 -1.815 -1.175 0.94
N -0.037 -2.140 -1.125 -0.09
N 1.711 -0.551 -0.815 0.04
O -0.348 -3.201 -1.641 -0.55
H -3.461 1.551 2.046 0.33
H -2.599 -1.134 1.815 0.28
H -2.022 3.280 1.187 0.42
H -0.919 -1.477 0.589 0.48
H -0.060 2.827 0.362 0.31
H 3.720 0.260 -1.248 0.36
H 1.486 1.542 -0.628 0.18
```

Values from the calculation:
- HOMO (alpha / beta) (eV) = -7.534 / -7.428
- gap between HOMO and LUMO (alpha / beta) (eV) = 6.3 / 6.5
- LUMO (alpha / beta) (eV) = -1.22 / -0.98
- F_max (eV/A) = 2.93
- E (Ha) = -657.80223
- net charge = 0


Entry 5:
This record from the OMol25 dataset describes C8H7N6O6Ru as an isolated structure. The level of theory is ωB97M-V/def2-TZVPD.

```
28
Properties=species:S:1:pos:R:3:mulliken_charge:R:1
Ru 0.756 -0.623 -0.478 1.40
O -0.299 3.411 -0.491 -0.32
C -0.323 2.132 -0.404 0.60
O 0.689 1.425 -0.582 -0.62
C -1.662 1.552 -0.077 0.27
C -2.788 2.335 0.058 -0.35
C -4.003 1.715 0.367 -0.64
C -4.039 0.337 0.527 -0.59
C -2.828 -0.290 0.341 0.84
N -1.666 0.202 0.066 -0.13
C -3.685 -2.554 0.373 0.77
O -4.502 -3.308 0.231 -0.01
O -2.749 -1.786 0.540 -0.22
H 0.583 3.767 -0.723 0.45
H -2.730 3.408 -0.067 0.55
H -4.908 2.296 0.489 0.51
H -4.952 -0.186 0.785 0.40
N 5.564 -1.497 -0.914 -0.52
N 4.511 -1.151 -0.195 1.25
N 4.653 -0.809 1.087 -0.71
C 3.420 -0.529 1.447 -0.17
N 2.576 -0.684 0.414 -0.28
N 3.314 -1.099 -0.654 -0.28
H 6.436 -1.556 -0.408 0.32
H 5.392 -1.867 -1.835 0.29
H 3.141 -0.214 2.439 0.46
O 0.397 -2.515 -0.711 -0.07
O -0.296 -1.914 -1.626 -0.22
```

Values from the calculation:
- HOMO (alpha / beta) (eV) = -19.198 / -19.160
- gap between HOMO and LUMO (alpha / beta) (eV) = 7.8 / 6.4
- <S²> = 6.015
- LUMO (alpha / beta) (eV) = -11.44 / -12.80
- F_max (eV/A) = 0.61
- E (Ha) = -1182.56647
- 2S+1 = 5
- net charge = +3


Entry 6:
This record from the OMol25 dataset describes one molecule with the formula C8H7NO3S2 in a non-equilibrium geometry. The level of theory is ωB97M-V/def2-TZVPD.

```
21
Properties=species:S:1:pos:R:3:mulliken_charge:R:1
C -1.725 -0.847 -2.401 -0.49
C -0.392 -1.375 -2.728 -0.62
C -1.858 0.131 -1.482 -0.61
C 0.746 -1.108 -1.989 -0.56
C -0.658 0.469 -0.792 0.75
C 0.572 -0.193 -0.970 0.23
C 1.965 0.590 3.002 0.07
C 1.291 -0.097 1.523 -0.31
N -0.587 1.478 0.213 -0.35
O 1.885 0.004 4.020 -0.40
O 0.059 2.048 2.565 -0.64
O -1.222 -0.073 2.223 -0.61
S 2.091 0.303 -0.051 -0.12
S -0.247 0.881 1.762 1.12
H -2.477 -1.338 -2.945 0.44
H -0.482 -2.340 -3.248 0.28
H -2.866 0.571 -1.140 0.24
H 1.697 -1.498 -2.240 0.46
H 2.464 1.628 2.841 0.31
H 1.178 -1.193 1.548 0.44
H -1.435 1.956 0.289 0.38
```

Values from the calculation:
- HOMO (eV) = -9.195
- gap between HOMO and LUMO (eV) = 9.6
- structure (SMILES) = O=C[C@@H]1Sc2ccccc2NS1(=O)=O
- LUMO (eV) = 0.39
- F_max (eV/A) = 3.94
- E (Ha) = -1385.81030
- net charge = 0


Entry 7:
This record from the OMol25 dataset describes C8H7NO6Ru as an isolated structure in a non-equilibrium geometry. The level of theory is ωB97M-V/def2-TZVPD.

```
23
Properties=species:S:1:pos:R:3:mulliken_charge:R:1
O -5.096 -0.404 -2.551 -0.06
C -4.034 -0.115 -2.630 0.06
Ru 0.852 0.706 -1.957 0.64
O 0.323 1.833 -4.792 -0.02
C 0.774 1.464 -3.735 0.25
C 2.728 1.018 -1.830 0.38
O 3.951 1.093 -1.523 -0.10
C 0.803 -1.016 -2.769 0.41
O 0.549 -2.032 -3.275 -0.02
C 0.067 2.303 -1.323 0.38
O -0.618 3.209 -0.947 -0.09
C -0.507 -1.974 2.072 -0.62
N -0.026 -0.594 2.113 0.13
C 0.277 -0.017 3.416 -0.62
C 0.204 0.166 1.034 0.12
O 0.062 -0.136 -0.276 -0.47
H -0.550 -2.341 3.131 0.34
H 0.172 -2.642 1.495 0.37
H -1.528 -2.050 1.633 0.37
H 1.329 0.306 3.505 0.40
H -0.354 0.859 3.652 0.41
H 0.090 -0.800 4.239 0.29
H 0.535 1.165 1.318 0.47
```

Values from the calculation:
- HOMO (alpha / beta) (eV) = -19.516 / -20.631
- gap between HOMO and LUMO (alpha / beta) (eV) = 6.7 / 3.3
- <S²> = 8.797
- LUMO (alpha / beta) (eV) = -12.79 / -17.35
- F_max (eV/A) = 15.65
- E (Ha) = -908.54699
- 2S+1 = 6
- net charge = +3


Entry 8:
This record from the OMol25 dataset describes one molecule with the formula C8H7O3P in a non-equilibrium geometry. The level of theory is ωB97M-V/def2-TZVPD.

```
19
Properties=species:S:1:pos:R:3:mulliken_charge:R:1
C 3.220 -2.019 -0.239 0.14
C 2.760 -1.114 0.419 -0.86
C -2.739 -0.147 -0.938 -0.40
C -2.165 -1.093 -0.162 -0.59
C -1.954 0.832 -1.473 -0.20
C -0.866 -0.913 0.361 -0.54
C -0.628 0.955 -1.134 -0.64
C -0.131 0.151 -0.160 0.61
O 2.165 1.705 0.117 -0.69
O 1.962 1.416 2.718 -0.34
O 1.086 0.518 2.068 -0.26
P 1.493 0.494 0.487 1.10
H 3.742 -2.775 -0.608 0.48
H -3.799 -0.119 -1.349 0.27
H -2.772 -1.921 0.077 0.40
H -2.517 1.535 -2.092 0.33
H -0.484 -1.418 1.228 0.40
H -0.006 1.720 -1.520 0.45
H 1.634 2.193 2.201 0.34
```

Values from the calculation:
- HOMO (eV) = -10.068
- gap between HOMO and LUMO (eV) = 10.2
- structure (SMILES) = C#C[P@](=O)(OO)c1ccccc1
- LUMO (eV) = 0.08
- F_max (eV/A) = 4.55
- E (Ha) = -875.95182
- net charge = 0


Entry 9:
This record from the OMol25 dataset describes one molecule with the formula C8H7O3PS in a non-equilibrium geometry. The level of theory is ωB97M-V/def2-TZVPD.

```
20
Properties=species:S:1:pos:R:3:mulliken_charge:R:1
C -0.797 -1.409 -1.773 -0.57
C -1.206 -0.138 -2.055 -0.70
C 0.081 -1.606 -0.690 -0.51
C -0.043 0.687 -0.107 0.18
C -0.823 0.925 -1.156 0.84
C 0.464 -0.583 0.166 0.30
C -0.087 2.083 1.452 0.26
C 2.120 -1.731 1.495 -0.78
O -1.366 2.061 -1.568 -0.25
O -0.832 3.230 -0.861 -0.23
O 1.321 -0.606 1.231 -0.25
P -0.949 3.470 0.725 -0.01
S 0.374 1.746 2.931 -0.18
H -1.189 -2.345 -2.157 0.35
H -2.078 0.071 -2.719 0.32
H 0.087 -2.648 -0.388 0.26
H 2.835 -1.288 2.167 0.29
H 2.835 -2.018 0.638 0.31
H 1.532 -2.684 1.850 0.27
H -2.278 2.783 0.819 0.09
```

Values from the calculation:
- HOMO (eV) = -8.448
- gap between HOMO and LUMO (eV) = 7.6
- LUMO (eV) = -0.88
- F_max (eV/A) = 4.93
- E (Ha) = -1274.05962
- net charge = 0


Entry 10:
This record from the OMol25 dataset describes one molecule with the formula C8H8 in a non-equilibrium geometry. The level of theory is ωB97M-V/def2-TZVPD.

```
16
Properties=species:S:1:pos:R:3:mulliken_charge:R:1
C 2.318 -0.650 -0.328 -0.64
C 1.274 -1.327 0.235 -0.28
C -0.219 -1.112 0.145 -0.17
C -0.903 0.044 0.065 0.36
C -0.410 1.393 0.468 -0.28
C 0.664 2.060 -0.167 -0.71
C -2.257 -0.305 -0.092 -0.67
C -3.461 -0.366 -0.191 0.18
H 3.213 -1.317 -0.098 0.21
H 2.372 0.134 -1.093 0.28
H 1.318 -2.167 0.940 0.28
H -0.801 -2.132 0.084 0.25
H -0.599 1.484 1.532 0.27
H 0.853 1.939 -1.240 0.38
H 1.238 2.873 0.385 0.21
H -4.599 -0.551 -0.646 0.32
```

Values from the calculation:
- HOMO (eV) = -8.594
- gap between HOMO and LUMO (eV) = 9.0
- structure (SMILES) = C#C/C(C=C)=C/C=C
- LUMO (eV) = 0.40
- F_max (eV/A) = 4.38
- E (Ha) = -309.41869
- net charge = 0


Entry 11:
This record from the OMol25 dataset describes a 2-piece molecular cluster, C8H8BBrO8P overall. The level of theory is ωB97M-V/def2-TZVPD.

```
27
Properties=species:S:1:pos:R:3:mulliken_charge:R:1
C -0.104 1.503 -3.896 -1.18
C 0.027 0.023 -3.534 -0.09
O 1.368 -0.386 -3.396 -0.53
B 2.014 0.072 -2.218 0.55
O 3.124 0.932 -2.455 -0.64
C 1.525 -0.229 -0.823 0.52
C 1.824 0.637 0.245 -0.63
C 1.263 0.438 1.553 0.13
O 1.842 0.710 2.627 -0.74
C -0.078 -0.158 1.450 0.28
Br -1.430 0.423 2.640 -0.18
C -0.372 -1.047 0.461 -0.59
C 0.660 -1.370 -0.518 0.09
O 0.805 -2.502 -1.024 -0.74
H -0.147 2.116 -2.995 0.28
H 0.720 1.826 -4.535 0.24
H -1.037 1.673 -4.441 0.41
H -0.527 -0.158 -2.608 0.12
H -0.434 -0.593 -4.312 0.34
H 2.797 1.752 -2.840 0.24
H 2.459 1.501 0.085 0.35
H -1.365 -1.465 0.354 0.42
O -3.861 -1.842 7.113 -0.75
P -2.996 -1.140 6.047 0.88
O -2.507 0.220 6.587 -0.64
O -3.825 -0.966 4.753 -0.57
O -1.747 -1.966 5.680 -0.57
```

Values from the calculation:
- HOMO (eV) = 3.532
- gap between HOMO and LUMO (eV) = 2.1
- LUMO (eV) = 5.60
- F_max (eV/A) = 0.69
- E (Ha) = -3851.68357
- net charge = -3


The lowest E belongs to which entry?
C8H8BBrO8P


The highest E belongs to which entry?
C8H8